No. 1
Computed, not measured: C46H40N2NaOS2 as an isolated structure, with the ωB97M-V functional and the def2-TZVPD basis.

Structure (XYZ):
```
92
Properties=species:S:1:pos:R:3:lowdin_charge:R:1
Na 0.174 0.429 0.250 0.3023
S -3.189 -5.381 -2.817 1.0404
C -4.716 -5.625 -2.088 -0.4255
C -4.905 -4.791 -1.031 -0.1802
C -3.791 -3.941 -0.803 -0.1101
C -2.772 -4.143 -1.691 -0.4771
C -1.478 -3.454 -1.756 -0.1869
C -1.277 -2.261 -1.025 -0.0423
N -0.152 -1.595 -1.015 0.1441
C 0.886 -2.044 -1.749 -0.1299
C 0.792 -3.204 -2.532 -0.1323
C 1.914 -3.623 -3.321 -0.0271
C 3.054 -2.902 -3.329 -0.0244
C 3.182 -1.707 -2.545 -0.1339
C 4.346 -0.920 -2.562 0.0440
C 4.408 0.227 -1.814 -0.1953
C 3.273 0.555 -1.031 -0.0776
N 2.183 -0.167 -0.981 0.1464
C 2.116 -1.281 -1.745 -0.1376
C 5.594 1.090 -1.813 -0.4718
C 6.884 0.749 -2.116 -0.1309
C 7.787 1.837 -2.015 -0.1943
C 7.165 2.986 -1.628 -0.4214
S 5.488 2.761 -1.412 1.0696
C -0.421 -3.909 -2.510 0.0232
H -5.394 -6.365 -2.480 0.0599
H -5.804 -4.779 -0.432 0.1023
H -3.750 -3.219 -0.001 0.0962
H -2.083 -1.840 -0.435 0.1177
H 1.823 -4.522 -3.918 0.1111
H 3.897 -3.212 -3.935 0.1115
H 5.172 -1.215 -3.200 0.1218
H 3.286 1.442 -0.407 0.1056
H 7.184 -0.256 -2.378 0.1065
H 8.847 1.766 -2.209 0.0963
H 7.606 3.957 -1.470 0.0603
H -0.507 -4.820 -3.094 0.1029
C -6.406 2.936 -1.066 -0.1234
C -5.401 3.315 -1.952 -0.1040
C -4.100 2.883 -1.763 -0.0406
C -3.769 2.062 -0.684 -0.2214
C -4.783 1.690 0.197 -0.0516
C -6.089 2.122 0.010 -0.1075
C -2.382 1.581 -0.464 -0.0999
C -1.344 1.885 -1.206 -0.0402
C -0.193 2.095 -1.880 -0.2889
C 0.747 3.133 -1.508 -0.0724
C 1.917 3.323 -2.203 -0.1685
C 2.284 2.527 -3.295 -0.1759
C 1.384 1.527 -3.685 -0.1477
C 0.205 1.297 -3.022 -0.0842
H -7.423 3.276 -1.216 0.0872
H -5.638 3.952 -2.796 0.0924
H -3.309 3.170 -2.446 0.1106
H -4.535 1.057 1.043 0.1028
H -6.860 1.822 0.710 0.0923
H -2.307 0.937 0.426 0.0768
H 0.500 3.779 -0.674 0.0980
H 2.576 4.124 -1.881 0.0837
H 3.205 2.703 -3.836 0.0734
H 1.622 0.900 -4.540 0.0950
H -0.467 0.517 -3.360 0.0979
C -2.685 -1.549 2.640 -0.0653
C -1.474 -2.051 3.429 -0.3689
C -0.489 -2.785 2.515 -0.0626
C -0.801 -0.953 4.229 -0.1467
C -0.743 -1.068 5.611 -0.0793
C -0.138 -0.107 6.409 -0.1356
C 0.425 0.999 5.783 -0.0764
C 0.395 1.162 4.408 -0.1471
C 1.037 2.387 3.789 -0.3727
C 0.035 3.263 3.032 -0.0612
C 2.236 2.032 2.905 -0.0618
C -0.232 0.183 3.579 -0.3169
O -0.281 0.337 2.297 -0.1666
H -3.179 -2.379 2.123 0.0566
H -2.372 -0.803 1.908 0.0477
H -3.416 -1.082 3.303 0.0818
H -1.845 -2.782 4.158 0.1190
H -0.041 -2.086 1.809 0.0554
H -0.991 -3.579 1.952 0.0691
H 0.314 -3.237 3.100 0.0783
H -1.190 -1.944 6.075 0.0959
H -0.107 -0.215 7.486 0.0773
H 0.907 1.766 6.385 0.0966
H 1.424 2.987 4.623 0.1187
H -0.405 2.715 2.199 0.0624
H 0.526 4.160 2.643 0.0702
H -0.775 3.577 3.693 0.0784
H 1.920 1.406 2.069 0.0547
H 2.984 1.476 3.473 0.0792
H 2.706 2.935 2.505 0.0722
```

Properties
- highest occupied orbital energy (eV) = -2.8
- multiplicity = 1
- charge = -1
- LUMO energy (eV) = 1.484

***

No. 2
Computed, not measured: C19H40P2Re as an isolated structure, with the ωB97M-V functional and the def2-TZVPD basis.

Structure (XYZ):
```
62
Properties=species:S:1:pos:R:3:mulliken_spin:R:1
P -0.214 -2.273 -1.642 0.0857
P -0.280 1.708 -2.070 -0.0327
C -0.771 -1.021 -2.921 -0.0151
C 0.161 0.139 -3.183 0.0244
H -1.792 -0.686 -2.731 -0.0020
H -0.801 -1.593 -3.854 0.0000
H 1.208 -0.070 -2.940 0.0014
H 0.179 0.422 -4.260 -0.0030
C -1.643 2.552 -3.172 0.0015
H -1.771 3.600 -2.845 -0.0009
H -2.616 2.042 -3.084 -0.0004
H -1.419 2.578 -4.254 -0.0003
C 1.103 2.723 -3.106 0.0274
H 0.979 2.892 -4.196 -0.0003
H 2.067 2.234 -2.913 -0.0014
H 1.143 3.714 -2.603 0.0013
C -1.674 -3.390 -1.944 0.0077
H -1.655 -4.235 -1.245 -0.0023
H -1.585 -3.792 -2.959 0.0003
H -2.611 -2.846 -1.875 0.0004
C 0.713 -3.090 -3.102 0.0319
H 1.410 -2.419 -3.580 -0.0015
H -0.036 -3.354 -3.800 0.0030
H 1.271 -3.950 -2.767 0.0078
Re -1.324 -1.165 1.859 1.9808
C 1.326 2.643 -0.076 0.0014
C 0.203 2.854 -0.772 0.0402
C -2.015 0.996 -0.315 0.2139
C -1.577 -0.251 0.174 -0.1083
C 1.889 -1.724 -1.044 0.5968
C 2.869 -0.844 -1.097 0.1412
C 2.845 0.626 -0.738 0.0467
C 1.778 1.213 0.275 0.0494
C 0.018 -2.490 2.760 -0.1094
H 1.975 3.384 0.265 0.0004
H -0.666 3.505 -0.479 0.0017
H -2.681 1.057 -1.197 0.0072
H -2.017 1.795 0.416 0.0041
H -2.724 -1.319 2.691 -0.0655
H -1.111 -0.956 -0.553 -0.1655
H 1.542 -1.776 0.057 0.1259
H 3.837 -1.241 -1.365 0.0480
H 2.862 1.235 -1.669 -0.0259
H 3.760 0.825 -0.173 0.0052
H 0.931 0.534 0.445 -0.0135
H 2.227 1.224 1.259 0.0004
H 1.002 -2.092 3.040 0.0178
H 0.244 -3.369 2.133 0.0116
H -0.365 -2.818 3.735 0.0072
C -1.669 0.262 5.563 0.0059
C -0.544 0.676 4.625 0.0592
C 0.833 0.247 5.109 -0.0007
C -0.753 0.408 3.038 -0.0437
H -1.704 -0.833 5.634 0.0000
H -2.638 0.680 5.243 -0.0012
H -1.427 0.680 6.553 0.0010
H -0.547 1.774 4.616 -0.0041
H 0.952 -0.831 4.958 -0.0003
H 1.639 0.788 4.588 -0.0003
H 0.915 0.505 6.172 0.0015
H 0.210 0.724 2.601 0.0378
H -1.461 1.193 2.719 0.0002
```

Properties
- highest occupied orbital energy (spin up / spin down) (eV) = -13.5 / -13.4
- multiplicity = 4
- charge = +2
- LUMO energy (spin up / spin down) (eV) = -8.179 / -8.528

***

Q: Look up the multiplicity of the second one.
A: 4

***

Q: Which of these has the lowest multiplicity?
A: C46H40N2NaOS2

***

Q: The highest multiplicity belongs to which entry?
A: C19H40P2Re

***

Q: The lowest multiplicity belongs to which entry?
A: C46H40N2NaOS2